The following is a DFT calculation (ωB97M-V/def2-TZVPD) of a single C5H8N2 molecule.

E_HOMO: -8.489 eV
structure (SMILES): Cc1cn(C)cn1
maximum force: 0.0053 Eh/bohr
ΔE to the lowest compared entry with this formula, charge and spin: 0.097 eV
DFT total energy: -304.8319 hartree
2S+1: 1
lowest unoccupied orbital energy: 0.0328 hartree

Last column: Löwdin charge in e.
Element x y z (Å)
1 H -2.956 -0.496 0.663  0.09
2 H -2.865 1.036 -0.218  0.09
3 H -0.053 1.243 -1.380  0.12
4 H 3.208 0.476 0.561  0.07
5 C 1.170 0.046 0.051  -0.36
6 H -2.664 -0.515 -1.081  0.09
7 C 2.614 0.197 -0.315  -0.05
8 N 0.815 -0.754 1.113  0.09
9 H -1.124 -1.273 1.826  0.12
10 H 3.005 -0.761 -0.677  0.08
11 C -0.491 -0.741 1.127  -0.19
12 H 2.773 0.944 -1.099  0.07
13 N -1.029 0.026 0.144  -0.14
14 C 0.048 0.546 -0.559  -0.04
15 C -2.450 0.027 -0.154  -0.03